Model 1:
8
Properties=species:S:1:pos:R:3 method="wB97M-V/def2-TZVPD" total_charge=0 homo_energy_ev="-8.479 / -8.478" homo_lumo_gap_ev="8.42 / 8.42" lumo_ev="-0.061 / -0.063" multiplicity=1
C 0.82908 1.17130 0.05495
C 0.31463 0.31852 -0.79661
C -0.88111 -1.44698 0.17175
O -1.35181 -2.38122 -0.32546
Br -1.21219 -0.96324 1.91457
H 1.37671 1.95985 -0.42167
H 0.96724 1.38681 1.11744
H -0.04254 -0.04504 -1.71496

---

Model 2:
8
Properties=species:S:1:pos:R:3 method="wB97M-V/def2-TZVPD" total_charge=0 homo_energy_ev=-9.773 homo_lumo_gap_ev=10.20 lumo_ev=0.430 multiplicity=1
C -1.03759 1.71229 0.37699
C -0.49456 0.70475 -0.04369
C 0.24885 -0.48193 -0.34056
O -0.04931 -1.49840 0.56425
Br 2.13700 0.27137 -0.10545
H -1.53226 2.56944 0.42865
H 0.29280 -0.88198 -1.39318
H 0.43506 -2.39554 0.51299

---

Model 3:
8
Properties=species:S:1:pos:R:3 method="wB97M-V/def2-TZVPD" total_charge=0 homo_energy_ev=-9.301 homo_lumo_gap_ev=8.72 lumo_ev=-0.577 multiplicity=1
C -0.39372 -0.08124 -0.01946
C -1.53134 0.77609 0.09421
C -2.64128 1.08814 0.90652
Br -3.97856 -0.30616 -0.06130
O -2.03827 1.85024 -0.33283
H -0.82542 -1.06909 0.23110
H 0.19220 -0.13686 0.94149
H 0.19447 -0.04784 -0.99459

---

Of them, the most stable is model 2 and the least stable is model 3.

---

Model 1:
13
Properties=species:S:1:pos:R:3 method="wB97M-V/def2-TZVPD" total_charge=+2 homo_energy_ev="-20.228 / -20.573" homo_lumo_gap_ev="8.66 / 8.33" lumo_ev="-11.564 / -12.241" multiplicity=1
C 0.78921 -0.36136 0.01073
C -1.99659 -0.22417 0.30439
C 1.79096 0.54759 0.07360
N -0.85288 0.31536 0.15258
N 2.95531 -0.01514 -0.00260
N -3.10813 0.12344 -0.21134
H 0.82049 -1.19638 -0.59043
H -1.91330 -0.83579 1.26582
H 1.72879 1.66418 0.08485
H 3.06681 -1.01134 -0.07281
H 3.73821 0.54233 0.12267
H -4.03321 -0.15495 -0.05070
H -2.98566 0.60622 -1.08676

---

Model 2:
13
Properties=species:S:1:pos:R:3 method="wB97M-V/def2-TZVPD" total_charge=+2 homo_energy_ev=-18.630 homo_lumo_gap_ev=9.56 lumo_ev=-9.069 multiplicity=1
C 1.21976 -0.92544 0.06621
C 3.66876 -0.23792 0.11228
C -2.84192 0.30460 0.00870
N 2.33085 -0.65802 0.25358
N 3.99798 0.96030 0.01877
N -4.10877 0.36404 0.05333
H 0.27289 -1.16548 -0.31119
H 4.25534 -1.10608 0.00414
H -2.19630 -0.56031 -0.44379
H -2.15989 1.10847 0.20519
H 4.95710 1.18681 -0.22038
H -4.65860 -0.42148 -0.17917
H -4.73720 1.15051 0.43232

---

Model 3:
13
Properties=species:S:1:pos:R:3 method="wB97M-V/def2-TZVPD" total_charge=+2 homo_energy_ev="-21.250 / -21.654" homo_lumo_gap_ev="7.44 / 8.36" lumo_ev="-13.806 / -13.292" multiplicity=1
C 0.01898 -1.43145 -0.10351
C 1.75580 0.20229 0.25265
C -1.27154 -0.51273 0.01137
N 1.15577 -1.01176 0.04875
N 1.20786 1.21034 -0.32378
N -1.00058 0.81617 0.00840
H -0.14674 -2.52072 -0.38748
H 2.82471 0.17658 0.58870
H -1.77290 -0.76061 -0.94330
H -1.74400 -0.95021 1.03538
H 1.57883 2.09538 -0.23963
H -1.39321 1.29432 -0.79262
H -1.21296 1.39242 0.84507

---

Of them, the most stable is model 2 and the least stable is model 3.